This record from OMol25 describes C40H54As2BrCuFN3O4 as an isolated structure at a distorted geometry. The level of theory is wB97M-V/def2-TZVPD.

The geometry in XYZ format:
```
106
Properties=species:S:1:pos:R:3:lowdin_charge:R:1
Cu 14.834 -14.206 13.005 0.340
C 13.663 -18.059 13.893 -0.293
As 13.931 -16.153 14.260 1.138
C 15.323 -16.431 15.561 -0.309
C 12.285 -15.639 15.298 -0.353
C 12.462 -15.124 16.577 -0.115
C 11.397 -14.544 17.142 -0.091
C 10.160 -14.539 16.488 -0.068
C 10.020 -15.049 15.167 -0.108
C 11.140 -15.619 14.516 -0.440
As 11.079 -16.100 12.603 1.132
C 9.857 -14.690 12.028 -0.323
C 9.841 -17.525 12.787 -0.325
H 14.080 -18.417 12.905 0.052
H 12.583 -18.271 13.977 -0.001
H 14.193 -18.618 14.721 0.045
H 14.842 -16.770 16.466 0.027
H 15.883 -15.545 15.877 0.037
H 16.006 -17.159 15.178 0.017
H 13.409 -15.133 17.049 0.098
H 11.438 -14.084 18.110 0.111
H 9.275 -14.062 16.920 0.101
H 8.983 -15.077 14.605 0.134
H 9.959 -13.890 12.732 -0.001
H 8.886 -15.048 11.959 -0.016
H 10.024 -14.448 10.901 0.063
H 9.198 -17.283 13.565 -0.002
H 10.335 -18.461 12.946 0.018
H 9.292 -17.513 11.872 0.019
C 21.338 -10.303 12.074 -0.061
C 20.972 -11.558 11.323 -0.568
C 21.183 -11.322 9.820 -0.045
C 21.902 -12.644 11.734 -0.082
C 19.457 -11.887 11.542 -0.165
C 19.113 -13.161 11.910 -0.092
C 17.759 -13.442 11.957 -0.471
Br 17.285 -15.197 12.653 0.857
C 16.660 -12.594 11.644 -0.387
O 15.411 -12.886 11.784 -0.177
C 17.104 -11.298 11.267 -0.094
C 18.461 -10.960 11.238 0.021
C 16.112 -10.160 11.158 -0.522
C 16.732 -8.844 10.593 -0.052
C 14.932 -10.566 10.196 -0.033
C 15.592 -9.816 12.555 -0.033
H 22.403 -10.068 12.006 0.086
H 21.098 -10.387 13.129 0.094
H 20.864 -9.401 11.667 0.081
H 22.261 -11.249 9.677 0.088
H 20.679 -10.449 9.444 0.071
H 20.738 -12.132 9.224 0.097
H 22.880 -12.253 11.912 0.075
H 22.003 -13.465 10.988 0.106
H 21.644 -13.141 12.676 0.086
H 19.780 -13.994 12.185 0.103
H 18.798 -9.951 11.030 0.094
H 17.131 -9.132 9.655 0.071
H 17.567 -8.598 11.301 0.091
H 16.042 -8.027 10.453 0.077
H 15.369 -10.755 9.192 0.094
H 14.410 -9.662 10.102 0.029
H 14.128 -11.393 10.602 0.121
H 16.505 -9.568 13.149 0.108
H 15.142 -10.611 13.120 0.054
H 14.872 -8.982 12.515 0.087
C 9.332 -9.248 15.576 -0.048
C 10.838 -8.951 15.209 -0.209
N 11.438 -9.971 14.425 -0.044
C 12.401 -10.786 14.991 0.048
C 13.072 -11.750 14.358 -0.049
C 13.967 -12.504 15.335 -0.595
O 13.828 -12.198 16.492 0.044
O 14.864 -13.335 14.886 -0.116
C 12.613 -12.172 13.081 -0.263
O 12.820 -13.284 12.532 -0.057
C 11.717 -11.168 12.366 -0.028
C 11.442 -11.346 10.969 0.079
C 10.658 -10.429 10.357 -0.221
F 10.308 -10.632 9.081 0.080
C 10.186 -9.259 10.979 -0.167
C 10.484 -9.032 12.319 0.095
C 11.199 -10.083 13.045 -0.105
N 9.551 -8.269 10.176 -0.112
C 10.458 -7.250 9.537 -0.101
C 9.574 -6.201 8.838 -0.055
N 8.151 -6.222 9.464 0.024
C 7.457 -7.495 9.122 -0.062
C 8.563 -8.678 9.231 -0.147
H 8.812 -8.387 16.134 0.102
H 9.291 -10.112 16.275 0.082
H 8.829 -9.485 14.669 0.040
H 11.422 -8.838 16.122 0.121
H 10.971 -7.972 14.680 0.120
H 12.508 -10.741 16.107 0.167
H 11.768 -12.238 10.456 0.138
H 10.170 -8.157 12.853 0.100
H 11.143 -7.705 8.820 0.133
H 11.142 -6.900 10.331 0.138
H 9.319 -6.311 7.726 0.164
H 9.933 -5.202 9.088 0.128
H 7.656 -5.343 9.253 0.187
H 8.283 -6.210 10.498 0.187
H 7.091 -7.563 8.069 0.142
H 6.627 -7.468 9.816 0.123
H 8.832 -8.977 8.213 0.128
H 8.126 -9.587 9.491 0.112
```

Calculated total energy, Ha: -10807.40529
LUMO energy (spin up / spin down), eV: -3.238 / -3.238
Net charge: +1
HOMO level (spin up / spin down), eV: -8.936 / -8.888
Largest force on an atom, eV/A: 3.430
2S+1: 2
Energy above the lowest of the compared OMol25 structures with the same formula, charge and spin, kJ/mol: 232.75
Gap between HOMO and LUMO (spin up / spin down), eV: 5.70 / 5.65

This record from OMol25 describes a 5-piece molecular cluster, C40H54BClF13NO14S3 overall at a distorted geometry. The level of theory is wB97M-V/def2-TZVPD.

The geometry in XYZ format:
```
127
Properties=species:S:1:pos:R:3:lowdin_charge:R:1
C -3.704 5.165 3.461 0.035
C -2.576 4.573 3.085 -0.153
N -2.451 3.522 2.142 -0.030
C -1.529 2.502 2.552 -0.219
C -0.180 2.716 2.316 -0.017
C 0.759 1.788 2.720 -0.059
C 0.348 0.630 3.352 -0.029
C -1.001 0.357 3.577 -0.091
B -1.383 -1.019 4.257 -0.628
O -0.712 -1.461 5.382 0.158
O -2.382 -1.799 3.737 0.008
C -2.504 -1.902 2.324 -0.063
C -1.925 1.330 3.180 -0.368
S -3.656 1.096 3.515 1.108
C -4.335 1.950 2.124 -0.418
C -5.520 1.504 1.576 -0.052
C -6.089 2.134 0.482 -0.237
C -7.366 1.581 -0.081 -0.171
C -7.088 0.347 -0.970 -0.255
C -6.878 -0.935 -0.170 -0.607
Cl -7.322 -2.381 -1.118 0.550
C -5.424 3.247 -0.056 -0.444
S -6.110 4.098 -1.471 0.865
C -4.223 3.703 0.489 -0.165
C -3.464 4.881 -0.075 -0.112
C -2.087 4.439 -0.637 -0.054
C -1.886 4.851 -2.074 -0.437
F -1.715 6.214 -2.099 0.114
F -2.940 4.584 -2.871 0.128
C -0.595 4.295 -2.730 -0.344
F 0.462 4.746 -2.018 0.138
F -0.501 4.819 -3.970 0.154
C -0.533 2.726 -2.893 -0.346
F -0.384 2.396 -4.181 0.158
F -1.718 2.197 -2.493 0.142
C 0.548 2.006 -2.020 -0.415
F 0.535 2.487 -0.776 0.136
F 0.193 0.713 -1.947 0.132
S 2.323 2.022 -2.710 0.764
F 2.030 3.278 -3.613 -0.105
F 1.885 1.045 -3.865 -0.118
F 2.672 0.773 -1.788 -0.129
F 2.803 2.977 -1.540 -0.124
F 3.798 1.995 -3.257 -0.105
C -3.681 3.043 1.597 -0.213
H -3.636 6.097 4.000 0.056
H -4.689 4.774 3.253 0.068
H -1.631 4.908 3.493 0.121
H 0.137 3.617 1.808 0.117
H 1.806 1.986 2.540 0.109
H 1.092 -0.086 3.677 0.115
H 0.078 -1.960 5.139 0.099
H -2.898 -0.988 1.876 0.067
H -1.548 -2.131 1.853 0.100
H -3.189 -2.714 2.099 0.096
H -6.018 0.645 2.007 0.114
H -7.854 2.315 -0.711 0.075
H -8.035 1.278 0.724 0.121
H -7.915 0.180 -1.659 0.096
H -6.203 0.541 -1.579 0.113
H -7.513 -0.936 0.712 0.068
H -5.845 -1.060 0.136 0.063
H -6.287 3.027 -2.255 -0.114
H -4.039 5.391 -0.837 0.069
H -3.297 5.583 0.738 0.112
H -1.289 4.872 -0.042 0.128
H -2.008 3.361 -0.534 0.118
C 5.345 -1.104 -3.001 -0.056
C 4.353 -1.281 -4.131 -0.197
O 5.007 -1.302 -5.411 0.010
C 5.619 -2.445 -5.726 -0.606
O 5.654 -3.443 -5.056 0.132
O 6.185 -2.288 -6.923 -0.005
C 6.937 -3.417 -7.381 -0.029
H 5.954 -0.215 -3.168 0.085
H 4.817 -0.995 -2.054 0.075
H 6.011 -1.963 -2.929 0.077
H 3.677 -0.433 -4.174 0.089
H 3.756 -2.184 -4.002 0.130
H 6.333 -4.320 -7.353 0.096
H 7.828 -3.548 -6.770 0.099
H 7.221 -3.191 -8.404 0.095
C -2.873 -3.662 6.508 -0.057
C -4.162 -4.190 7.097 -0.197
O -4.630 -5.361 6.404 0.041
C -3.995 -6.491 6.703 -0.614
O -3.104 -6.621 7.503 0.119
O -4.519 -7.470 5.962 0.004
C -3.892 -8.742 6.136 -0.041
H -2.984 -3.480 5.440 0.073
H -2.587 -2.728 6.990 0.086
H -2.066 -4.382 6.644 0.063
H -4.961 -3.461 6.982 0.123
H -4.060 -4.413 8.159 0.123
H -3.865 -9.021 7.187 0.095
H -2.880 -8.724 5.733 0.098
H -4.496 -9.453 5.580 0.092
C 5.639 1.133 -7.376 -0.054
C 4.601 0.802 -8.422 -0.199
O 4.217 1.954 -9.197 0.039
C 5.077 2.317 -10.143 -0.614
O 6.107 1.760 -10.427 0.120
O 4.600 3.413 -10.739 0.002
C 5.454 3.953 -11.750 -0.042
H 5.293 1.948 -6.737 0.084
H 5.829 0.258 -6.762 0.049
H 6.576 1.446 -7.836 0.080
H 3.679 0.468 -7.949 0.123
H 4.943 0.012 -9.089 0.124
H 5.718 3.194 -12.483 0.094
H 6.358 4.363 -11.302 0.097
H 4.888 4.748 -12.227 0.092
C 6.149 -3.619 5.778 -0.064
C 5.197 -2.607 5.178 -0.211
O 3.851 -3.110 5.112 0.033
C 3.182 -3.097 6.263 -0.613
O 3.583 -2.680 7.317 0.131
O 1.974 -3.624 6.043 -0.006
C 1.143 -3.718 7.209 -0.026
H 6.096 -4.561 5.231 0.082
H 7.171 -3.243 5.730 0.081
H 5.903 -3.817 6.820 0.076
H 5.465 -2.395 4.145 0.121
H 5.209 -1.668 5.732 0.123
H 1.058 -2.749 7.695 0.102
H 1.543 -4.455 7.902 0.103
H 0.168 -4.035 6.855 0.076
```

Calculated total energy, Ha: -5642.66516
LUMO energy, eV: 0.079
HOMO level, eV: -8.289
Largest force on an atom, eV/A: 1.097
SMILES: C=CN1c2cccc(B(O)OC)c2Sc2cc(CCCCl)c(S)c(CCC(F)(F)C(F)(F)C(F)(F)C(F)(F)S(F)(F)(F)(F)F)c21.CCOC(=O)OC.CCOC(=O)OC.CCOC(=O)OC.CCOC(=O)OC
Gap between HOMO and LUMO, eV: 8.37